This record from OMol25 describes a 17-piece molecular cluster, C75H167N5O47S12 overall at a distorted geometry. The level of theory is the ωB97M-V functional and the def2-TZVPD basis.

Structure (XYZ):
```
306
Properties=species:S:1:pos:R:3
C 22.3808 23.4581 21.8910
C 23.0769 24.7982 22.2736
O 24.2260 24.1912 22.9148
S 24.8351 22.8617 22.1382
O 25.4128 21.8536 23.0571
O 25.7051 23.3145 21.0261
O 23.3338 22.5226 21.5908
H 21.7801 23.6449 21.0008
H 21.7008 23.0871 22.6579
H 22.8024 25.4628 23.0928
H 23.4141 25.2765 21.3540
C 25.7427 22.8345 12.0364
C 25.3917 23.4161 13.3677
O 26.2073 22.8492 14.3767
S 27.4500 22.0111 13.7268
O 27.0927 20.6008 13.9825
O 28.7293 22.5727 14.1662
O 27.0873 22.5142 12.1837
H 25.6373 23.5893 11.2572
H 25.0928 22.0399 11.6698
H 24.3424 23.1212 13.3797
H 25.2848 24.4983 13.2923
C 22.4536 19.1436 23.8485
C 21.7105 18.1088 24.7834
O 20.6048 17.6990 24.0978
S 20.9558 17.3810 22.5118
O 19.7994 17.6266 21.6980
O 21.6426 16.0941 22.3577
O 22.1014 18.6638 22.5469
H 23.5283 19.0568 24.0087
H 22.0372 20.1312 24.0467
H 21.3093 18.4597 25.7342
H 22.3437 17.2616 25.0467
C 14.2537 22.9019 23.6233
C 12.8636 23.0718 23.1661
O 12.8709 22.7962 21.7260
S 14.2607 23.4580 21.1078
O 14.2109 24.9168 21.0083
O 14.8473 22.7746 19.9699
O 15.0647 22.9976 22.4874
H 14.3776 21.8716 23.9566
H 14.4872 23.6584 24.3725
H 12.4049 24.0242 23.4319
H 12.2821 22.2745 23.6290
C 18.0852 24.5355 22.6743
C 18.4193 23.9047 21.3833
O 19.2375 22.8360 21.7791
S 18.5841 21.9791 23.0078
O 19.6083 21.4725 23.9334
O 17.4973 21.1218 22.5523
O 17.8822 23.4346 23.5926
H 17.1802 25.0881 22.4218
H 18.7552 25.3019 23.0638
H 18.9694 24.6107 20.7610
H 17.5768 23.4659 20.8486
C 21.4405 19.6160 10.1947
C 22.7470 20.3855 9.8882
O 23.1018 20.8773 11.1640
S 21.8288 21.2370 12.1435
O 21.4922 22.6606 12.0841
O 21.9040 20.6055 13.4368
O 20.7755 20.3844 11.1367
H 21.6611 18.5915 10.4943
H 20.8835 19.5951 9.2580
H 22.7003 21.2690 9.2515
H 23.4341 19.6754 9.4278
C 17.0181 21.5900 13.3543
C 17.1435 20.1370 12.7435
C 18.4666 19.4426 13.2500
C 18.3083 18.9046 14.6321
C 17.2178 17.8490 14.6478
C 15.8248 18.5217 14.3422
N 15.9676 19.2394 13.0355
O 14.7608 19.7223 12.5606
C 14.8676 17.2618 14.0721
C 15.3330 19.3175 15.4997
C 17.3985 20.2572 11.1976
H 16.8042 21.7493 14.4112
H 16.2465 22.1893 12.8709
H 17.8891 22.2126 13.1501
H 18.7925 18.6544 12.5713
H 19.2966 20.1246 13.4344
H 17.9791 19.7092 15.2897
H 19.2996 18.6200 14.9849
H 17.0918 17.3715 15.6196
H 17.5301 17.0492 13.9764
H 13.9054 17.6054 13.6924
H 15.2415 16.5169 13.3696
H 14.5813 16.7232 14.9755
H 14.4706 19.9187 15.2118
H 15.1496 18.6745 16.3606
H 16.0081 20.0045 16.0099
H 18.1985 20.9531 10.9450
H 16.4431 20.4314 10.7027
H 17.6934 19.3327 10.7011
H 14.4322 18.9958 12.0260
C 24.9773 18.0339 16.2173
C 25.8104 18.2033 17.5231
C 25.7949 19.6718 17.9744
C 25.9692 19.9204 19.4946
C 25.0220 18.9284 20.1943
C 25.2817 17.4335 19.8226
N 25.1883 17.2321 18.4081
O 25.5268 15.9270 18.1274
C 26.6253 16.9560 20.5108
C 24.0038 16.6945 20.3428
C 27.3083 17.9254 17.1958
H 25.0710 17.0349 15.7916
H 25.5628 18.6706 15.5540
H 23.9543 18.4102 16.2193
H 26.5630 20.3104 17.5382
H 24.8863 20.0185 17.4822
H 25.7325 20.9463 19.7771
H 26.9683 19.8412 19.9230
H 24.0094 19.2629 19.9689
H 24.9798 19.0071 21.2807
H 26.9775 15.9443 20.3097
H 27.4911 17.5286 20.1781
H 26.5150 17.0031 21.5942
H 23.1786 17.1640 19.8074
H 23.9893 15.6251 20.1323
H 23.9032 16.8040 21.4226
H 27.4558 16.9636 16.7047
H 27.9856 17.9724 18.0485
H 27.6336 18.6692 16.4684
H 25.0283 15.5626 17.3924
C 19.6196 22.9024 15.6010
C 19.7428 22.4409 17.0191
C 18.2434 21.9713 17.3401
C 18.1091 21.0271 18.5498
C 18.9987 19.8693 18.4348
C 20.4870 20.2643 18.1300
N 20.5659 21.2152 17.0042
O 21.7965 21.3161 16.5018
C 21.2199 20.8391 19.4453
C 21.2906 18.9584 17.7274
C 20.1374 23.5437 18.0685
H 19.4131 22.1859 14.8059
H 20.5717 23.3943 15.4018
H 18.8388 23.6575 15.5102
H 17.6111 22.8392 17.5276
H 17.8840 21.4717 16.4404
H 17.0679 20.7047 18.5560
H 18.0110 21.6025 19.4703
H 18.6490 19.3071 17.5689
H 19.1120 19.2976 19.3559
H 20.6628 21.5415 20.0653
H 21.5074 20.0199 20.1043
H 22.1746 21.2990 19.1901
H 22.3524 19.1587 17.5842
H 21.1813 18.1547 18.4556
H 21.0185 18.4453 16.8049
H 19.8486 23.2808 19.0861
H 19.5524 24.4137 17.7700
H 21.2119 23.7202 18.0202
H 21.6915 21.0462 15.5865
C 19.9831 10.8872 18.2095
C 20.5418 12.1280 17.4731
C 19.7158 12.2644 16.1437
C 19.9948 13.5664 15.4743
C 19.6067 14.7021 16.3772
C 20.3683 14.7833 17.6781
N 20.3955 13.4214 18.2951
O 21.0185 13.3148 19.4808
C 21.8461 15.2455 17.4757
C 19.7118 15.7949 18.5524
C 21.9879 11.8543 17.1308
H 19.0247 11.1323 18.6671
H 20.6395 10.4661 18.9710
H 19.8200 10.0606 17.5180
H 20.0752 11.4776 15.4806
H 18.6329 12.1871 16.2414
H 19.4468 13.6578 14.5365
H 21.0091 13.5525 15.0756
H 18.5438 14.9056 16.5073
H 19.9529 15.5338 15.7636
H 22.5023 14.8060 18.2269
H 22.1884 14.7876 16.5476
H 22.0471 16.3161 17.4362
H 20.3079 16.0513 19.4282
H 19.4750 16.7167 18.0212
H 18.7726 15.4557 18.9894
H 22.5650 12.6769 16.7085
H 22.1380 11.1491 16.3134
H 22.7114 11.5116 17.8705
H 20.2577 13.3182 20.0663
C 24.1696 27.5757 12.5663
C 22.8264 27.8352 13.3590
C 22.3508 29.1558 12.7454
C 20.8881 29.4137 12.8022
C 20.0888 28.1854 12.4722
C 20.4688 26.8751 13.2430
N 21.9490 26.7543 13.1037
O 22.5200 25.5411 13.6175
C 19.9304 26.9598 14.6682
C 19.7529 25.7689 12.5314
C 23.0047 28.1172 14.8898
H 23.8644 27.4430 11.5284
H 24.7322 26.6821 12.8365
H 24.8841 28.3624 12.8085
H 22.6865 30.0756 13.2244
H 22.6479 29.2587 11.7018
H 20.7095 30.1817 12.0496
H 20.4187 29.8730 13.6721
H 20.2848 28.0624 11.4070
H 19.0326 28.4545 12.4765
H 18.8420 26.9037 14.6498
H 20.3444 26.1042 15.2017
H 20.3060 27.8089 15.2393
H 18.8182 26.1554 12.1252
H 20.3818 25.5080 11.6802
H 19.5380 24.9332 13.1974
H 23.8487 28.8042 14.9515
H 23.2679 27.2720 15.5258
H 22.1902 28.6759 15.3507
H 22.5523 25.6282 14.5730
O 15.7924 25.3567 8.9108
S 15.3378 24.1573 9.6585
O 14.3249 23.2557 9.1881
O 16.5744 23.2446 10.1676
C 17.7779 23.9634 10.4424
C 19.0111 23.5191 9.6010
C 14.8284 24.7828 11.3225
H 18.1606 23.8582 11.4576
H 17.7189 25.0320 10.2357
H 19.7840 24.2863 9.5560
H 18.6541 23.4001 8.5781
H 19.5106 22.5856 9.8603
H 14.8700 23.9639 12.0407
H 13.8665 25.2708 11.1655
H 15.5143 25.5729 11.6281
O 20.9220 13.3784 11.3065
S 22.1858 14.0087 11.6746
O 23.1230 14.7874 10.8303
O 21.7254 14.9169 13.0210
C 22.5918 15.9692 13.5549
C 22.2822 17.2288 12.7983
C 23.1572 12.6705 12.4974
H 23.6491 15.7096 13.5019
H 22.3252 16.0385 14.6095
H 22.9323 17.1530 11.9267
H 22.6531 18.0014 13.4718
H 21.2216 17.3913 12.6060
H 22.5957 12.2980 13.3542
H 24.0481 13.1742 12.8725
H 23.3594 11.9265 11.7268
O 19.7462 28.9363 19.7613
S 20.2239 27.5663 19.4935
O 20.6826 26.7584 20.5786
O 19.0556 26.7643 18.6071
C 18.0379 27.5173 17.8554
C 17.0618 26.5024 17.2683
C 21.5501 27.6533 18.2575
H 18.4974 28.1468 17.0934
H 17.5630 28.3214 18.4176
H 16.4377 27.0535 16.5647
H 16.5232 25.8271 17.9332
H 17.7801 25.8958 16.7170
H 22.4139 27.6644 18.9222
H 21.3755 28.6201 17.7854
H 21.4741 26.8026 17.5803
O 24.4441 25.9252 18.2871
S 24.3619 24.9937 17.1581
O 23.1137 24.7673 16.4381
O 25.5193 25.2878 16.0187
C 26.3956 26.3782 16.2623
C 27.6882 25.7133 15.8960
C 25.0576 23.3752 17.7535
H 26.3423 26.7366 17.2903
H 26.0107 27.2543 15.7404
H 28.6421 26.1895 16.1230
H 27.7861 25.9567 14.8381
H 27.7224 24.6341 16.0453
H 26.0582 23.6324 18.1008
H 24.9537 22.7160 16.8916
H 24.3679 23.0255 18.5217
O 9.5764 23.7054 17.9472
S 10.8606 23.1439 18.3334
O 11.7886 23.9192 19.1434
O 10.5727 21.6768 19.0766
C 11.6636 20.7549 19.1889
C 11.1183 19.3800 18.6432
C 11.5848 22.5861 16.7165
H 11.9911 20.5971 20.2165
H 12.5691 20.7432 18.5822
H 11.8882 18.6090 18.6743
H 10.5780 19.5398 17.7102
H 10.3207 19.1269 19.3418
H 12.4583 21.9680 16.9238
H 11.7670 23.4229 16.0421
H 10.8423 21.8785 16.3475
O 16.1108 16.8526 19.2497
S 15.0678 17.1327 20.2290
O 13.6064 16.9855 19.9750
O 15.4485 16.4608 21.6983
C 16.7724 16.7190 22.2338
C 17.3309 15.5927 23.0624
C 15.2544 19.0090 20.5499
H 16.9036 17.6303 22.8173
H 17.5191 16.9800 21.4838
H 18.3608 15.6629 23.4124
H 17.3011 14.7031 22.4333
H 16.6860 15.3150 23.8962
H 14.3224 19.5031 20.2751
H 16.0029 19.4710 19.9062
H 15.4126 18.9225 21.6249
```

Properties
DFT total energy = -314165.18678 eV
F_max = 4.63 eV/Å
multiplicity = 1